# 1
13
Properties=species:S:1:pos:R:3 method="wB97M-V/def2-TZVPD" spin_multiplicity=1 e_above_lowest_ev=2.961 total_charge=0 lumo_ev=0.40 e_homo_ha=-0.398
N 1.84 -1.10 0.12
H -0.71 -1.10 0.85
H -2.13 0.88 -1.04
H -0.56 -1.09 -0.91
C -0.78 -0.47 -0.04
H -2.29 0.87 0.73
C 1.49 0.09 -0.01
O 0.24 0.55 0.03
H 2.85 -1.20 0.11
H -2.91 -0.49 -0.22
C 2.65 1.59 0.82
N 2.41 1.23 -0.30
C -2.10 0.24 -0.15

# 2
13
Properties=species:S:1:pos:R:3 method="wB97M-V/def2-TZVPD" spin_multiplicity=1 e_above_lowest_ev=3.927 total_charge=0 lumo_ev=-0.49 e_homo_ha=-0.347
N 0.20 -1.51 -1.30
H 0.80 -1.54 -2.07
C 0.35 -0.27 -0.90
N -0.68 0.16 -0.04
O 1.48 1.71 -0.51
C -0.51 0.59 1.33
C -1.43 -0.57 1.00
H -2.50 -0.29 0.97
H -0.86 -1.52 1.39
H 0.44 0.29 1.67
H -0.76 1.74 1.63
C 1.31 0.75 -1.22
H 2.15 0.44 -1.94

# 3
13
Properties=species:S:1:pos:R:3 method="wB97M-V/def2-TZVPD" spin_multiplicity=1 smiles=N#C[C@H]1C[C@]1(N)O e_above_lowest_ev=2.842 total_charge=0 lumo_ev=0.38 e_homo_ha=-0.313
O 0.46 -0.60 1.72
C -0.92 -0.76 -0.31
C -0.74 0.77 -0.12
H 1.71 -0.12 -1.12
C -0.37 1.90 -0.88
H -1.82 -1.19 0.27
H -1.29 1.07 0.84
N 0.04 2.74 -1.56
N 1.56 -0.66 -0.25
H -0.89 -1.11 -1.37
C 0.35 -0.46 0.37
H 2.39 -0.67 0.36
H -0.47 -0.92 2.07

# 4
13
Properties=species:S:1:pos:R:3 method="wB97M-V/def2-TZVPD" spin_multiplicity=3 e_above_lowest_ev=2.249 total_charge=0 s2=2.01 lumo_ev="0.85 / -2.91" e_homo_ha="-0.215 / -0.388"
H 1.35 -0.74 1.17
H 0.03 -0.18 -1.70
H 0.03 1.44 0.99
H -1.57 2.65 -0.10
N 3.86 0.50 0.94
C 3.23 0.07 0.06
N -1.21 1.86 -0.62
H 1.08 -1.90 -0.20
O 2.22 -0.29 -0.61
C 1.13 -0.89 0.02
C -0.34 1.20 0.00
C -0.08 -0.22 -0.58
H -0.97 -0.74 -0.43

# 5
14
Properties=species:S:1:pos:R:3 method="wB97M-V/def2-TZVPD" spin_multiplicity=1 smiles="O[C@@H]1[C@@H]2N=CN(O)[C@H]12" e_above_lowest_ev=6.676 total_charge=0 lumo_ev=0.67 e_homo_ha=-0.307
H -0.02 -0.19 2.18
N 0.77 0.73 0.51
H 1.74 -0.48 -0.30
H -0.60 -2.14 0.28
C 0.06 -0.31 1.00
H -2.30 -0.37 0.53
C -0.02 1.56 -0.42
H 0.15 -0.43 -1.80
C -1.29 -0.12 0.30
O 0.59 -1.09 -1.03
O 2.03 0.38 0.17
N -1.24 1.11 -0.45
H 0.49 2.51 -0.97
C -0.35 -1.17 0.00

# 6
14
Properties=species:S:1:pos:R:3 method="wB97M-V/def2-TZVPD" spin_multiplicity=1 e_above_lowest_ev=6.312 total_charge=0 lumo_ev=0.29 e_homo_ha=-0.334
N 1.79 0.38 0.42
H -2.16 -1.59 -0.83
H -3.14 -0.57 0.82
H -1.84 0.01 1.68
H 3.63 -0.57 0.71
C 0.48 0.29 0.03
C -1.60 0.65 -0.55
H -2.20 1.13 -1.30
C -1.52 -0.83 -0.24
N -0.31 1.21 -0.14
H 1.96 1.39 0.18
C -2.15 -0.06 0.74
O -0.10 -1.00 -0.15
O 2.86 -0.40 -0.25

# 7
14
Properties=species:S:1:pos:R:3 method="wB97M-V/def2-TZVPD" spin_multiplicity=1 e_above_lowest_ev=8.603 total_charge=0 lumo_ev=-0.45 e_homo_ha=-0.397
C 0.08 -0.11 -0.98
O -1.21 0.78 0.91
O -1.03 -0.11 -2.74
H 1.18 -0.40 2.44
H -1.61 0.54 -0.10
N -1.19 -0.21 -1.23
C 0.73 -0.90 1.40
H 0.95 0.08 -1.81
C 0.11 0.27 0.66
N 1.58 2.46 0.68
H 1.40 -1.47 0.66
H -0.20 -1.73 1.94
C 1.27 1.25 0.90
H -2.05 -0.44 -2.74

# 8
14
Properties=species:S:1:pos:R:3 method="wB97M-V/def2-TZVPD" spin_multiplicity=1 smiles="O[C@@H]1C=NN=COC1" e_above_lowest_ev=6.028 total_charge=0 lumo_ev=0.56 e_homo_ha=-0.370
H 0.34 -0.54 1.61
C -1.45 0.30 0.38
N 0.36 1.74 -0.21
C 1.10 -0.60 -0.10
C -0.11 -1.07 -0.89
H -2.38 0.02 0.99
O 1.09 -1.14 1.18
N -0.70 1.16 0.72
O -1.56 -0.67 -0.52
H 2.19 1.45 -1.07
H -0.50 -2.02 -0.59
H -0.02 -0.73 -1.93
C 1.25 0.87 -0.58
H 1.77 -1.04 -0.69